[1]
{
  "formula": "C13H27N7NdO2Si2",
  "method": "ωB97M-V with the def2-TZVPD basis set",
  "e_homo_ev": [-8.3, -8.3],
  "homo_lumo_gap_ev": [3.600, 3.613],
  "total_charge": 1,
  "multiplicity": 4,
  "s_squared": 3.76,
  "elements": ["Nd", "N", "N", "C", "N", "N", "N", "O", "O", "H", "H", "H", "H", "H", "C", "Si", "C", "C", "N", "C", "C", "C", "C", "C", "C", "N", "Si", "C", "C", "C", "H", "H", "H", "H", "H", "H", "H", "H", "H", "H", "H", "H", "H", "H", "H", "H", "H", "H", "H", "H", "H", "H"],
  "xyz": [[-0.8427, -0.0733, -0.1208], [-2.9218, -1.3733, 0.3140], [-4.2393, -1.2107, -0.2389], [-4.2992, -0.0914, -0.9917], [-5.4263, 0.3278, -1.5584], [-3.0646, 0.4949, -1.1179], [-2.7071, 1.5634, -1.9949], [-3.5420, 2.1205, -2.7388], [-1.4954, 1.8573, -1.8986], [-2.6557, -2.3351, 0.1274], [-2.9690, -1.3377, 1.3484], [-4.9711, -1.5023, 0.3802], [-6.1609, -0.3357, -1.7688], [-5.2465, 1.0992, -2.2269], [0.5447, 3.6997, 2.1195], [0.0743, 1.9252, 2.4254], [-1.7290, 1.7244, 2.0096], [0.3807, 1.4411, 4.2103], [0.8274, 0.8753, 1.3000], [2.1026, 0.5406, 1.0739], [3.2003, 1.0182, 1.8529], [4.4809, 0.6210, 1.5537], [4.7340, -0.2953, 0.4732], [3.7203, -0.8005, -0.3032], [2.3854, -0.3913, -0.0618], [1.3215, -0.7912, -0.7649], [1.2066, -1.9387, -2.0900], [2.1037, -1.3943, -3.6108], [1.6990, -3.6562, -1.5337], [-0.6263, -1.9221, -2.3939], [-0.1026, 4.4211, 2.6302], [0.4757, 3.9139, 1.0448], [1.5813, 3.8438, 2.3967], [-2.3590, 1.9351, 2.8731], [-2.0769, 0.7285, 1.7064], [-2.0273, 2.4310, 1.2005], [0.1086, 2.1891, 4.9303], [1.4440, 1.2083, 4.3104], [-0.1508, 0.5257, 4.4506], [2.9907, 1.6885, 2.6824], [5.3366, 0.9618, 2.1435], [5.7907, -0.5742, 0.3265], [3.9139, -1.5298, -1.1128], [3.1914, -1.4023, -3.4289], [1.8059, -0.3751, -3.8495], [1.9104, -2.0283, -4.4684], [2.7311, -3.6015, -1.1778], [1.6333, -4.3429, -2.4013], [1.0461, -3.9918, -0.7293], [-0.9724, -1.0267, -2.9441], [-1.2297, -2.0038, -1.4473], [-0.9255, -2.8298, -2.9105]]
}

[2]
{
  "formula": "C13H27NO7",
  "method": "ωB97M-V with the def2-TZVPD basis set",
  "e_homo_ev": -9.3,
  "homo_lumo_gap_ev": 9.757,
  "de_lowest_ev": 0.000,
  "total_charge": 0,
  "multiplicity": 1,
  "smiles": "CCN(CCOC(=O)O)C(C)=O.COCCOCCOC",
  "elements": ["C", "C", "N", "C", "C", "O", "C", "O", "O", "C", "C", "O", "H", "H", "H", "H", "H", "H", "H", "H", "H", "H", "H", "H", "H", "C", "O", "C", "C", "O", "C", "C", "O", "C", "H", "H", "H", "H", "H", "H", "H", "H", "H", "H", "H", "H", "H", "H"],
  "xyz": [[-1.4565, -4.6858, 0.9729], [-0.7207, -3.6197, 0.1495], [-0.0259, -4.2257, -0.9878], [-0.5959, -3.9698, -2.3077], [-0.7061, -2.5363, -2.7741], [0.6130, -1.9656, -2.9091], [0.5789, -0.6026, -3.0029], [0.0673, 0.0055, -3.8935], [1.2388, -0.0095, -1.9911], [1.3960, -4.2108, -0.9586], [2.1572, -3.0899, -0.2766], [2.0136, -5.1068, -1.4908], [-0.7430, -5.3080, 1.5152], [-2.1289, -4.2049, 1.6890], [-2.0550, -5.3131, 0.3063], [-0.0218, -3.1079, 0.8106], [-1.4562, -2.8766, -0.1756], [0.0109, -4.5252, -3.0297], [-1.6024, -4.4008, -2.3400], [-1.3261, -1.9142, -2.1165], [-1.1937, -2.5384, -3.7556], [1.2255, -0.6075, -1.2300], [1.5328, -2.2611, 0.0517], [2.6526, -3.5041, 0.6084], [2.9401, -2.7561, -0.9577], [2.8598, 4.5392, 1.3941], [1.5715, 4.3055, 0.8757], [1.5357, 3.2488, -0.0689], [0.1939, 2.5572, -0.0701], [-0.0118, 1.6814, 1.0326], [-0.3026, 2.2632, 2.2925], [-1.7124, 2.7925, 2.4225], [-1.8592, 4.0296, 1.7512], [-3.1724, 4.2602, 1.2964], [3.5501, 4.8870, 0.6168], [2.7701, 5.3109, 2.1563], [3.2718, 3.6338, 1.8557], [2.3194, 2.5136, 0.1498], [1.7157, 3.6582, -1.0717], [0.1679, 1.9078, -0.9444], [-0.6181, 3.2804, -0.1669], [0.4242, 3.0347, 2.5550], [-0.1988, 1.4449, 3.0092], [-1.9364, 2.9343, 3.4891], [-2.4125, 2.0510, 2.0186], [-3.5157, 3.4458, 0.6478], [-3.1606, 5.1838, 0.7211], [-3.8740, 4.3709, 2.1315]]
}

[3]
{
  "formula": "C13H28B2BeBrCaClF4N3NaO9",
  "method": "ωB97M-V with the def2-TZVPD basis set",
  "e_homo_ev": -5.6,
  "homo_lumo_gap_ev": 1.378,
  "total_charge": 0,
  "multiplicity": 1,
  "elements": ["C", "C", "C", "C", "N", "C", "C", "C", "C", "C", "N", "O", "N", "B", "O", "O", "C", "H", "H", "H", "H", "H", "H", "H", "H", "H", "H", "H", "H", "H", "H", "H", "H", "H", "H", "H", "B", "F", "F", "F", "F", "Na", "C", "O", "C", "O", "O", "C", "H", "H", "H", "H", "H", "H", "O", "H", "Cl", "Be", "O", "H", "Ca", "O", "H", "Br"],
  "xyz": [[1.3923, -4.8053, -1.6384], [1.9965, -4.5693, -3.1096], [3.4823, -3.9480, -3.0128], [1.0506, -3.7923, -4.1088], [0.1761, -2.8088, -3.4689], [0.7691, -1.7491, -2.7738], [-0.3229, -0.9799, -2.2369], [-0.1518, 0.2767, -1.4157], [1.3473, 0.4382, -0.8691], [2.2502, 1.2993, -1.8103], [3.4831, 0.8552, -2.3959], [1.9191, 2.4371, -2.0426], [-1.4759, -1.6370, -2.6323], [-2.8942, -1.2208, -2.2721], [-3.5630, -0.1964, -2.9091], [-3.4867, -1.9090, -1.2123], [-1.1697, -2.7455, -3.3843], [0.9411, -5.8257, -1.6302], [2.2336, -4.7417, -0.8535], [0.6065, -4.0767, -1.3151], [2.1457, -5.5918, -3.5454], [4.0326, -4.3370, -2.0679], [4.0799, -4.2441, -3.9065], [3.5053, -2.8060, -2.9524], [0.4301, -4.5140, -4.6835], [1.7164, -3.2158, -4.8057], [1.8330, -1.5104, -2.6229], [-0.2936, 1.1700, -2.1252], [-0.9620, 0.3289, -0.5558], [1.7787, -0.5662, -0.6107], [1.2811, 0.9847, 0.1086], [3.4138, -0.0762, -2.8138], [3.6497, 1.4829, -3.1915], [-2.9518, 0.0942, -3.6215], [-4.3348, -2.2992, -1.4781], [-1.8533, -3.4754, -3.8477], [1.7346, 0.3431, 3.3708], [0.8765, -0.3961, 4.1954], [1.0473, 1.4355, 2.8055], [2.8253, 0.8589, 4.1523], [2.2349, -0.4895, 2.3409], [3.7505, 2.8782, 3.9419], [-3.3583, 5.3610, 6.0382], [-3.4537, 4.0074, 5.6383], [-2.4030, 3.5580, 4.9205], [-1.4370, 4.2044, 4.6133], [-2.6267, 2.2839, 4.6201], [-1.5846, 1.6689, 3.8499], [-4.2571, 5.6061, 6.6024], [-2.4888, 5.5158, 6.6807], [-3.3095, 6.0386, 5.1393], [-0.6484, 1.6733, 4.4012], [-1.4679, 2.1705, 2.8890], [-1.8734, 0.6359, 3.6684], [-0.5525, 3.1645, -0.0054], [0.1700, 3.4129, -0.5920], [-0.3398, -0.8402, 0.5725], [5.0251, -2.4138, -4.2807], [-5.5311, 3.5869, 7.8198], [-4.7987, 3.7643, 7.2269], [2.9233, -2.8386, -0.6276], [-1.2385, 2.2573, -3.5066], [-1.2478, 3.0881, -3.0237], [-4.0250, 7.7393, 4.3604]]
}

| no. | total energy (Eh) |
| --- | --- |
| 1 | -2185.48462 |
| 2 | -1092.91096 |
| 3 | -5691.15253 |